Record 1
Here is C3H4CuLiO3 as an isolated structure in a non-equilibrium geometry from the OMol25 dataset. Energies are from ωB97M-V/def2-TZVPD.

Calculated values
E_tot	-54151.981	eV
expectation value of S²	0.758
charge	+1
energy above the lowest of the compared OMol25 structures with the same formula, charge and spin	75.0	kcal/mol
highest occupied orbital energy (spin up / spin down)	-9.155 / -12.085	eV
2S+1	2
orbital gap (spin up / spin down)	4.4 / 7.3	eV
LUMO level (spin up / spin down)	-4.75 / -4.75	eV

Geometry as XYZ:
```
12
C3H4CuLiO3, DFT ωB97M-V/def2-TZVPD
H -2.893 1.603 -1.703
C 1.439 0.023 1.052
C 0.443 -0.402 0.014
O -0.089 0.747 -0.608
C -1.420 0.845 -0.656
O -1.778 1.984 -1.092
O 2.225 -0.751 1.558
Cu -2.971 -0.634 -1.378
H 1.476 1.101 1.304
H -0.324 -1.023 0.508
H 0.934 -1.050 -0.728
Li 2.958 -2.445 1.729
```

Record 2
Here is C25H33MoN5O8P2S as an isolated structure from the OMol25 dataset. Energies are from ωB97M-V/def2-TZVPD.

Calculated values
E_tot	-81555.932	eV
charge	+2
energy above the lowest of the compared OMol25 structures with the same formula, charge and spin	0.0	kcal/mol
highest occupied orbital energy	-14.115	eV
orbital gap	6.8	eV
LUMO level	-7.32	eV

Geometry as XYZ:
```
75
C25H33MoN5O8P2S, DFT ωB97M-V/def2-TZVPD
Mo -0.992 -0.744 0.523
O -5.154 -1.666 0.604
P -3.755 -1.930 -0.039
O -3.396 -3.294 -0.389
O -2.744 -1.242 1.041
O -3.720 -0.870 -1.262
P -2.336 -0.161 -1.679
O -2.375 0.445 -3.013
O -1.249 -1.283 -1.416
O -1.997 0.743 -0.440
H -5.757 -2.418 0.530
H -1.202 1.150 -3.927
C 0.412 2.989 -6.968
C 1.246 1.803 -6.523
N 1.602 1.874 -5.082
C 3.008 2.189 -4.760
C 3.398 3.593 -5.177
C 0.703 1.583 -4.190
O -0.451 1.196 -4.612
C 0.923 1.712 -2.721
C 1.179 2.932 -2.107
C 1.189 2.984 -0.728
C 0.883 1.840 -0.012
N 0.633 0.660 -0.590
C 0.703 0.593 -1.928
H 0.165 2.868 -8.022
H 0.955 3.925 -6.854
H -0.522 3.050 -6.413
H 2.196 1.761 -7.054
H 0.728 0.860 -6.689
H 3.611 1.442 -5.281
H 3.159 2.035 -3.695
H 3.309 3.739 -6.252
H 4.438 3.771 -4.906
H 2.784 4.346 -4.681
H 1.328 3.830 -2.694
H 1.372 3.910 -0.205
H 0.814 1.876 1.068
H 0.495 -0.369 -2.372
N 1.866 -3.686 2.122
C 0.584 -3.354 2.101
S -0.122 -2.977 0.536
N -0.126 -3.405 3.211
C -1.565 -3.340 3.338
C -2.074 -2.492 4.307
C -3.443 -2.440 4.508
C -4.282 -3.241 3.745
C -3.754 -4.096 2.789
C -2.384 -4.163 2.584
H 2.405 -3.627 1.274
H 2.306 -4.092 2.935
H 0.375 -3.620 4.066
H -1.403 -1.888 4.903
H -3.853 -1.787 5.266
H -5.350 -3.215 3.914
H -4.403 -4.734 2.204
H -1.976 -4.846 1.854
C -1.353 0.979 4.251
C 0.124 0.772 4.082
C 0.983 1.247 5.063
C 2.357 1.137 4.925
C 2.907 0.562 3.789
C 2.102 0.075 2.770
C 2.760 -0.475 1.535
C 0.707 0.166 2.944
N -0.174 -0.253 1.964
H -1.691 0.540 5.190
H -1.955 0.563 3.446
H -1.563 2.047 4.319
H 0.565 1.720 5.943
H 3.007 1.516 5.702
H 3.983 0.502 3.684
H 3.240 0.332 0.979
H 2.070 -0.979 0.860
H 3.552 -1.170 1.813
```

Record 3
Here is one molecule with the formula C2H4N2O2S in a non-equilibrium geometry from the OMol25 dataset. Energies are from ωB97M-V/def2-TZVPD.

Calculated values
E_tot	-20044.076	eV
charge	0
energy above the lowest of the compared OMol25 structures with the same formula, charge and spin	124.7	kcal/mol
highest occupied orbital energy (spin up / spin down)	-7.278 / -7.279	eV
orbital gap (spin up / spin down)	7.5 / 7.5	eV
LUMO level (spin up / spin down)	0.18 / 0.18	eV

Geometry as XYZ:
```
11
C2H4N2O2S, DFT ωB97M-V/def2-TZVPD
C 0.271 0.811 0.026
C 0.560 -0.684 0.104
N -0.563 -1.455 -0.499
N -2.032 0.759 -0.257
O -0.821 1.422 -0.093
O 1.409 1.601 0.060
S -2.075 -0.734 0.264
H 1.484 -0.749 -0.449
H 1.055 -1.094 1.004
H -0.417 -2.487 -0.349
H 1.129 2.609 0.190
```

Record 4
Here is C17H22AuBCl3N7 as an isolated structure in a non-equilibrium geometry from the OMol25 dataset. Energies are from ωB97M-V/def2-TZVPD.

Calculated values
E_tot	-70335.165	eV
charge	+2
highest occupied orbital energy (spin up / spin down)	-14.585 / -14.589	eV
orbital gap (spin up / spin down)	3.8 / 3.8	eV
LUMO level (spin up / spin down)	-10.77 / -10.77	eV

Geometry as XYZ:
```
51
C17H22AuBCl3N7, DFT ωB97M-V/def2-TZVPD
Au 0.077 0.047 1.565
C 3.580 0.081 1.777
C 2.986 0.022 0.410
C 3.615 -0.009 -0.833
C 2.613 -0.035 -1.785
C 2.735 -0.057 -3.274
N 1.428 -0.030 -1.137
N 1.670 -0.002 0.204
B -0.005 -0.005 -1.693
N -0.729 1.219 -1.121
N -0.824 1.436 0.224
C -1.455 2.587 0.433
C -1.704 3.135 1.799
C -1.804 3.123 -0.807
C -1.332 2.247 -1.762
C -1.420 2.348 -3.250
N -0.762 -1.330 -1.233
N -0.920 -1.602 0.151
C -1.560 -2.725 0.305
C -1.895 -3.305 1.632
C -1.856 -3.230 -0.991
C -1.300 -2.257 -1.949
C -1.333 -2.309 -3.424
H 4.664 0.097 1.707
H 3.294 -0.789 2.372
H 3.260 0.980 2.306
H 4.679 0.000 -1.010
H 3.787 -0.052 -3.548
H 2.261 0.815 -3.725
H 2.278 -0.949 -3.704
H 0.003 0.018 -2.883
H -1.303 2.482 2.574
H -2.773 3.260 1.966
H -1.241 4.116 1.901
H -2.330 4.048 -0.978
H -1.943 3.261 -3.518
H -1.966 1.507 -3.681
H -0.430 2.374 -3.706
H -1.532 -2.672 2.439
H -1.453 -4.296 1.734
H -2.975 -3.417 1.733
H -2.386 -4.141 -1.236
H -1.848 -3.202 -3.768
H -0.318 -2.305 -3.828
H -1.841 -1.429 -3.825
Cl -1.605 0.126 6.880
C 0.059 0.169 6.329
Cl 0.857 1.653 6.807
Cl 0.952 -1.242 6.865
C 0.031 0.133 4.848
N 0.013 0.105 3.707
```

Record 5
Here is C45H36CoN4OP3Se2 as an isolated structure from the OMol25 dataset. Energies are from ωB97M-V/def2-TZVPD.

Calculated values
E_tot	-251438.528	eV
expectation value of S²	3.761
charge	+1
highest occupied orbital energy (spin up / spin down)	-9.570 / -9.572	eV
2S+1	4
orbital gap (spin up / spin down)	6.5 / 5.9	eV
LUMO level (spin up / spin down)	-3.12 / -3.65	eV

Geometry as XYZ:
```
92
C45H36CoN4OP3Se2, DFT ωB97M-V/def2-TZVPD
Co -2.125 0.175 -0.776
O -2.860 2.037 -2.762
N -3.463 1.105 -1.942
C -4.642 1.456 -1.639
C -5.604 0.656 -0.846
C -6.932 0.984 -1.120
C -7.978 0.286 -0.544
C -7.707 -0.743 0.341
C -6.390 -1.061 0.649
C -5.325 -0.378 0.070
P -3.634 -0.793 0.649
C -3.515 -2.600 0.597
C -4.193 -3.336 -0.374
C -3.968 -4.702 -0.497
C -3.060 -5.336 0.340
C -2.368 -4.603 1.297
C -2.586 -3.237 1.422
C -3.648 -0.297 2.390
C -3.186 0.983 2.700
C -3.220 1.433 4.014
C -3.710 0.607 5.017
C -4.171 -0.670 4.710
C -4.141 -1.125 3.400
H -2.158 1.528 -3.191
H -5.004 2.385 -2.075
H -7.143 1.796 -1.809
H -9.001 0.551 -0.782
H -8.519 -1.293 0.805
H -6.186 -1.850 1.364
H -4.903 -2.846 -1.033
H -4.504 -5.272 -1.250
H -2.890 -6.404 0.246
H -1.657 -5.097 1.950
H -2.040 -2.668 2.167
H -2.774 1.626 1.931
H -2.850 2.424 4.251
H -3.727 0.954 6.044
H -4.553 -1.314 5.494
H -4.501 -2.123 3.171
Se 3.008 4.560 1.937
P 2.981 2.753 0.877
C 3.791 1.402 1.765
C 3.059 0.487 2.514
C 3.720 -0.446 3.309
C 5.107 -0.470 3.350
C 5.841 0.446 2.602
C 5.186 1.385 1.818
C 3.878 2.840 -0.696
C 4.483 1.707 -1.234
C 5.178 1.782 -2.436
C 5.263 2.997 -3.105
C 4.669 4.133 -2.565
C 3.984 4.060 -1.354
C 1.267 2.154 0.498
C 0.657 1.129 -0.236
N -0.683 1.305 -0.091
N -0.905 2.351 0.703
N 0.245 2.864 1.066
P 1.143 -0.194 -1.338
Se -0.613 -1.293 -2.023
C 2.213 -1.360 -0.503
C 1.674 -2.027 0.599
C 2.429 -2.981 1.259
C 3.716 -3.277 0.815
C 4.242 -2.629 -0.293
C 3.486 -1.675 -0.963
C 1.949 0.524 -2.761
C 2.472 -0.322 -3.743
C 3.004 0.222 -4.902
C 2.992 1.600 -5.089
C 2.452 2.438 -4.120
C 1.927 1.903 -2.951
H 1.975 0.517 2.499
H 3.149 -1.152 3.903
H 5.620 -1.195 3.974
H 6.924 0.438 2.644
H 5.755 2.116 1.254
H 4.450 0.778 -0.682
H 5.664 0.900 -2.845
H 5.811 3.063 -4.040
H 4.756 5.086 -3.076
H 3.544 4.942 -0.903
H 0.667 -1.801 0.934
H 2.018 -3.495 2.121
H 4.309 -4.022 1.335
H 5.239 -2.869 -0.642
H 3.892 -1.179 -1.838
H 2.456 -1.399 -3.606
H 3.416 -0.430 -5.664
H 3.407 2.024 -5.998
H 2.446 3.512 -4.266
H 1.523 2.560 -2.189
```

Record 6
Here is a 6-piece molecular cluster, C23H39N5O3 overall in a non-equilibrium geometry from the OMol25 dataset. Energies are from ωB97M-V/def2-TZVPD.

Calculated values
E_tot	-38063.298	eV
charge	0
energy above the lowest of the compared OMol25 structures with the same formula, charge and spin	22.1	kcal/mol
highest occupied orbital energy	-7.932	eV
orbital gap	7.8	eV
LUMO level	-0.09	eV

Geometry as XYZ:
```
70
C23H39N5O3, DFT ωB97M-V/def2-TZVPD
C -32.301 1.171 14.905
O -32.959 0.985 16.157
C -32.135 1.196 17.280
C -32.769 0.994 18.654
N -31.983 1.432 19.836
H -31.164 0.859 19.718
H -31.866 2.440 19.476
C -32.702 1.214 21.060
C -31.805 0.527 22.147
O -32.625 0.302 23.234
C -31.868 -0.032 24.402
H -32.389 2.063 14.795
H -32.706 0.803 13.993
H -31.421 0.689 15.033
H -31.788 2.250 17.149
H -31.339 0.610 17.318
H -33.167 -0.109 18.820
H -33.637 1.503 18.607
H -33.599 0.646 20.971
H -32.831 2.151 21.400
H -30.987 1.062 22.465
H -31.484 -0.458 21.687
H -32.441 0.294 25.279
H -30.915 0.429 24.486
H -31.471 -1.151 24.275
C -30.246 -1.235 19.445
O -29.915 0.076 19.632
H -29.508 -1.758 20.203
H -30.157 -1.524 18.500
H -31.350 -1.263 19.700
N -28.512 0.867 17.527
C -27.669 1.986 17.496
C -27.110 2.143 16.204
C -27.793 0.887 15.415
C -28.516 0.243 16.291
H -28.950 0.633 18.436
H -27.471 2.431 18.389
H -26.556 2.881 15.983
H -27.586 0.764 14.392
H -29.271 -0.749 16.178
N -26.069 -2.182 20.814
C -24.685 -2.455 21.176
C -24.347 -3.490 20.467
C -25.473 -3.743 19.549
C -26.581 -3.111 19.910
H -26.612 -1.566 21.384
H -24.373 -1.942 22.058
H -23.262 -3.962 20.539
H -25.338 -4.507 18.491
H -27.525 -3.167 19.706
N -28.570 -0.362 21.891
C -27.627 0.566 22.283
C -27.011 0.190 23.482
C -27.711 -1.197 23.720
C -28.559 -1.450 22.760
H -29.238 -0.246 21.091
H -27.499 1.487 21.653
H -26.412 0.751 24.151
H -27.584 -1.633 24.582
H -29.179 -2.391 22.400
N -33.152 -2.877 17.900
C -34.035 -3.835 18.453
C -35.050 -3.907 17.585
C -34.754 -3.038 16.407
C -33.619 -2.357 16.652
H -32.313 -2.757 18.357
H -33.694 -4.145 19.375
H -35.891 -4.556 17.705
H -35.566 -2.988 15.566
H -33.041 -1.545 15.957
```

Record 7
Here is a 3-piece molecular cluster, C17H36B2N2O5Si overall in a non-equilibrium geometry from the OMol25 dataset. Energies are from ωB97M-V/def2-TZVPD.

Calculated values
E_tot	-40662.749	eV
charge	0
SMILES	COB(O)[Si@@H](CCCCn1cccc1)B(O)N(C)C.CC(C)=O.CC(C)=O
highest occupied orbital energy	-7.987	eV
orbital gap	8.3	eV
LUMO level	0.27	eV

Geometry as XYZ:
```
63
C17H36B2N2O5Si, DFT ωB97M-V/def2-TZVPD
C 0.127 -4.073 -2.323
O -0.796 -3.013 -2.604
B -0.637 -1.986 -1.688
O -1.628 -1.834 -0.712
Si 0.945 -0.742 -1.657
C 0.707 0.848 -2.665
C 1.104 0.720 -4.153
C 2.418 1.413 -4.504
C 3.600 1.020 -3.610
N 3.918 2.043 -2.625
C 3.934 1.829 -1.279
C 4.243 3.012 -0.642
C 4.439 3.982 -1.651
C 4.233 3.353 -2.860
B 1.408 -0.463 0.288
O 1.281 0.798 0.864
N 1.875 -1.609 1.042
C 1.635 -1.524 2.492
C 3.244 -2.015 0.715
H -0.401 -5.020 -2.296
H 0.899 -4.103 -3.086
H 0.631 -3.954 -1.361
H -1.496 -2.530 -0.057
H 2.082 -1.493 -2.280
H 1.209 1.678 -2.174
H -0.354 1.090 -2.628
H 1.102 -0.319 -4.475
H 0.327 1.204 -4.742
H 2.247 2.484 -4.492
H 2.672 1.155 -5.530
H 4.479 0.846 -4.225
H 3.392 0.110 -3.062
H 3.737 0.888 -0.801
H 4.329 3.192 0.412
H 4.688 5.022 -1.562
H 4.284 3.705 -3.873
H 0.364 1.091 0.822
H 2.567 -1.476 3.050
H 1.022 -0.670 2.754
H 1.100 -2.415 2.820
H 3.975 -1.531 1.359
H 3.503 -1.746 -0.305
H 3.349 -3.096 0.797
C -5.041 -2.595 3.254
C -4.068 -1.685 2.543
O -3.060 -1.291 3.084
C -4.409 -1.292 1.127
H -4.679 -2.800 4.258
H -6.020 -2.118 3.316
H -5.140 -3.535 2.709
H -5.365 -0.765 1.102
H -4.475 -2.180 0.498
H -3.632 -0.642 0.733
C -2.845 1.890 4.436
C -3.909 2.914 4.132
O -3.769 4.083 4.402
C -5.167 2.403 3.468
H -1.995 2.376 4.909
H -3.240 1.127 5.108
H -2.516 1.408 3.514
H -5.650 1.660 4.105
H -4.921 1.942 2.509
H -5.853 3.231 3.301
```

Record 8
Here is C11H3Cl5N2O4Pd as an isolated structure in a non-equilibrium geometry from the OMol25 dataset. Energies are from ωB97M-V/def2-TZVPD.

Calculated values
E_tot	-88696.131	eV
expectation value of S²	6.029
charge	+2
highest occupied orbital energy (spin up / spin down)	-15.913 / -15.848	eV
2S+1	5
orbital gap (spin up / spin down)	9.1 / 5.5	eV
LUMO level (spin up / spin down)	-6.81 / -10.35	eV

Geometry as XYZ:
```
26
C11H3Cl5N2O4Pd, DFT ωB97M-V/def2-TZVPD
Pd -0.303 -0.319 -0.851
O 3.854 -0.644 3.112
C 4.388 -0.659 2.000
O 5.683 -0.706 1.922
C 3.677 -0.638 0.740
C 4.151 -0.708 -0.561
N 3.077 -0.664 -1.354
N 1.932 -0.570 -0.658
C 2.273 -0.550 0.614
C 1.193 -0.444 1.654
O 1.508 -0.449 2.857
O 0.012 -0.352 1.228
H 2.704 -0.610 2.988
H 5.151 -0.793 -0.958
H 3.057 -0.723 -2.364
Cl -3.452 -2.367 -0.883
C -3.551 -0.703 -0.910
C -2.339 0.041 -0.976
C -2.439 1.387 -1.017
Cl -0.893 2.219 -1.024
C -3.671 2.086 -0.998
Cl -3.702 3.745 -1.037
C -4.886 1.323 -0.931
Cl -6.360 2.142 -0.920
C -4.827 -0.058 -0.878
Cl -6.237 -0.988 -0.794
```